63
Properties=species:S:1:pos:R:3:forces:R:3 method="wB97M-V/def2-TZVPD" charge=+3 gap_ev=2.889 homo_energy_ev=-16.00 relative_energy_kcal_mol=7.8
La -1.60121 -2.30371 0.17820 6.5 8.3 -1.9
P 0.91751 3.06728 -0.12700 0.2 0.8 -0.6
P -2.87246 0.11129 -0.75666 -0.6 0.8 -0.5
P 2.46601 -0.01851 2.26461 1.0 0.0 -0.1
O 1.48259 0.71304 -2.39445 -0.7 -2.0 -0.5
N -0.90856 -0.82750 2.24902 -0.7 -0.7 -0.2
C -2.97297 -3.74756 1.32039 -2.7 -6.0 -1.7
C -2.35789 0.85894 -2.33580 0.6 -0.1 -0.3
C 0.97464 -2.63090 -0.88883 -1.1 0.1 -0.4
C 3.42290 0.65289 3.68748 -0.5 0.1 0.3
C 1.17546 -1.37845 -3.38699 0.1 -0.6 -0.2
C -4.14692 1.27087 -0.16610 -0.2 -0.2 0.6
C 2.80666 -1.81313 2.50776 -0.2 -0.1 0.2
C 1.46788 4.23704 -1.45076 0.1 -0.2 -0.1
C -3.89365 -1.33637 -1.33753 0.1 0.0 0.1
C -0.80915 3.69314 -0.06586 -0.2 -0.1 0.1
C 0.97880 -1.21740 -0.95972 0.2 0.3 -0.1
C -2.70340 -4.30203 0.02772 -3.9 -3.8 4.3
C 0.90707 -3.39638 -2.06886 -0.1 -0.4 0.7
C 1.19293 -0.61749 -2.22266 0.4 1.8 0.6
C 1.05741 -2.76283 -3.30779 -0.3 0.3 -0.3
C 1.63909 3.96834 1.30809 0.2 -0.4 0.2
C 3.71518 0.31490 0.94033 -0.3 0.0 -0.3
H 2.13542 -2.20765 3.28416 0.3 -0.1 -0.1
H 3.85321 1.62815 3.42352 -0.2 -0.3 0.1
H -2.36428 -4.04095 2.19986 0.3 0.4 -0.5
H -4.50096 0.95124 0.82479 0.0 0.2 -0.3
H 0.76311 4.18709 -2.29350 0.4 0.1 0.1
H 4.14191 1.31760 1.07871 -0.1 -0.3 -0.1
H -0.82453 4.61146 0.53099 -0.3 -0.1 -0.2
H 4.22115 -0.04321 3.97849 -0.2 0.3 -0.1
H 2.37373 4.70035 0.94689 -0.2 -0.2 0.2
H 3.23226 0.27284 -0.04526 0.3 0.0 0.1
H -2.95857 0.46538 -3.16489 0.1 0.2 0.2
H -1.40533 0.06418 2.16388 0.3 -0.1 0.2
H -5.00278 1.29990 -0.85621 0.3 0.0 0.1
H 2.73284 0.78615 4.53109 0.4 0.0 0.0
H 0.83766 4.48251 1.85093 0.3 -0.1 0.0
H -1.15754 3.91350 -1.08259 0.0 -0.1 0.3
H -1.46856 2.94964 0.38897 -0.1 0.1 0.1
H -3.95096 -3.31114 1.58214 0.4 0.2 -0.5
H 1.29277 -0.84992 -4.33286 0.1 -0.3 0.2
H 1.53133 1.21061 -1.56848 -0.2 0.3 0.8
H 0.74065 -4.48017 -2.00139 0.5 0.5 -0.1
H -1.87743 -5.02672 -0.12350 0.0 0.7 0.2
H -4.64226 -0.90495 -2.01689 0.0 -0.5 0.1
H -1.18527 -1.23635 3.14767 0.1 0.3 0.0
H -3.30849 -2.09128 -1.91006 -0.3 0.3 -0.1
H 0.10197 -0.59977 2.31689 0.2 0.3 -0.1
H -3.44493 -4.29316 -0.79016 0.2 0.5 0.4
H 3.84758 -1.94065 2.83435 -0.3 -0.2 -0.2
H -3.72024 2.27986 -0.07418 0.0 -0.3 0.0
H 1.48097 5.25362 -1.02954 0.0 -0.3 -0.3
H -2.47139 1.94968 -2.28848 0.0 -0.3 0.1
H 2.12948 3.25377 1.97487 0.0 0.3 0.1
H 4.51984 -0.43356 0.96929 -0.2 0.3 0.0
H -4.41212 -1.83947 -0.49772 -0.1 0.2 -0.3
H 2.64222 -2.37033 1.57585 0.1 0.1 0.2
H 1.08769 -3.34779 -4.22673 -0.1 0.1 0.3
H 0.90820 -0.55733 -0.07952 0.5 -0.3 -0.2
H -1.30070 0.63555 -2.53027 -0.2 0.1 -0.1
H 2.47509 3.96500 -1.79422 -0.3 0.2 0.0
H 1.00932 -3.13915 0.08855 0.2 0.1 -0.2